[1]
17
Properties=species:S:1:pos:R:3:forces:R:3 method="wB97M-V/def2-TZVPD" total_charge=0 smiles=Cn1nc[nH]n(C)[nH]1 gap_ev=9.1 total_energy_ha=-393.3124 relative_energy_kj_mol=528.0
C 1.926 1.123 -0.514 0.846 2.663 1.768
N 1.443 0.212 0.531 0.191 1.210 0.115
N 1.664 -1.132 0.139 -1.558 -1.043 0.148
C 0.585 -1.809 -0.135 1.201 -0.667 -0.638
N -0.655 -1.283 -0.456 -0.176 -2.223 1.338
N -0.773 0.056 -0.211 0.043 2.383 1.215
C -2.125 0.503 0.067 -0.236 1.354 -1.269
N 0.188 0.587 0.944 -0.748 -0.403 -3.458
H 1.761 2.277 -0.172 0.574 -2.891 -0.401
H 3.016 0.914 -0.595 -0.859 0.266 -0.436
H 1.365 1.075 -1.429 -0.072 -0.551 -0.594
H 0.641 -2.944 -0.252 0.093 1.774 0.091
H -1.423 -1.935 -0.176 0.487 0.933 0.059
H -2.281 1.548 -0.274 0.511 -0.511 0.096
H -2.919 -0.034 -0.430 0.185 -0.697 -0.470
H -2.396 0.523 1.085 -0.049 -0.293 1.672
H -0.017 0.316 1.877 -0.434 -1.303 0.764

=====

[2]
238
Properties=species:S:1:pos:R:3:forces:R:3 method="wB97M-V/def2-TZVPD" total_charge=0 gap_ev=10.3 total_energy_ha=-5230.8694 relative_energy_kj_mol=236.7
O 4.064 -0.266 -3.383 -1.392 -1.178 -0.190
C 5.175 0.121 -3.573 0.560 1.575 1.695
O 5.383 1.279 -4.225 1.764 -0.915 -0.204
C 4.239 1.784 -4.868 0.213 1.201 0.246
C 4.536 3.012 -5.653 0.478 -0.105 -0.145
C 6.385 -0.407 -2.857 0.323 -2.274 -0.766
H 3.547 2.001 -4.097 -1.126 0.240 0.615
H 3.835 1.068 -5.499 -0.850 -1.695 -1.073
H 5.378 2.891 -6.337 -0.138 -0.055 -0.049
H 4.739 3.806 -4.980 0.477 0.957 0.582
H 3.639 3.306 -6.165 -0.344 0.087 -0.472
H 6.916 -1.057 -3.602 -0.062 0.699 0.462
H 6.158 -1.167 -2.040 -0.100 1.426 -0.808
H 7.035 0.397 -2.559 0.221 0.139 0.209
O -3.934 -2.932 1.927 2.123 -0.171 1.405
C -4.858 -2.890 1.200 -2.244 0.728 -1.785
O -5.701 -3.922 1.011 -0.112 0.011 -0.526
C -5.258 -5.202 1.516 -0.659 0.079 -0.221
C -6.277 -6.226 1.011 0.310 0.198 -0.543
C -5.277 -1.658 0.395 0.541 -0.605 0.799
H -5.341 -5.150 2.607 0.748 -0.114 -0.149
H -4.240 -5.328 1.093 -0.486 -0.363 0.846
H -7.289 -5.836 1.164 0.196 0.051 -0.278
H -6.249 -7.165 1.548 0.352 -0.167 0.288
H -6.086 -6.465 -0.050 -0.363 0.254 0.359
H -4.511 -1.349 -0.296 0.406 -0.132 -0.364
H -5.353 -0.849 1.087 -0.112 0.614 0.607
H -6.209 -1.766 -0.105 -0.711 -0.291 -0.462
O -3.149 -1.042 4.254 1.541 0.817 -0.599
C -3.543 -1.921 4.944 -2.877 -1.166 0.949
O -2.929 -3.048 5.344 0.709 -0.225 -0.218
C -1.520 -3.185 4.961 0.180 0.208 -1.783
C -0.801 -4.400 5.547 -2.461 -0.474 -0.395
C -5.021 -1.916 5.444 0.877 0.257 0.162
H -1.070 -2.323 5.353 0.851 1.446 0.430
H -1.440 -3.102 3.823 -0.171 -0.392 1.496
H 0.270 -4.366 5.434 0.213 0.213 -0.305
H -1.236 -5.281 5.016 0.673 0.302 0.673
H -1.058 -4.438 6.613 0.145 -0.217 -0.143
H -5.036 -1.752 6.542 -0.086 0.068 -0.653
H -5.441 -2.891 5.263 -0.205 -0.408 -0.017
H -5.617 -1.161 4.893 0.567 -0.328 0.480
O 2.441 -2.271 -4.934 2.633 -1.073 1.020
C 3.475 -2.709 -4.386 -1.955 1.217 -2.646
O 4.703 -2.637 -4.956 -0.473 -0.151 1.220
C 4.750 -2.058 -6.246 -1.110 -0.844 -0.626
C 6.165 -1.891 -6.679 1.352 1.266 2.506
C 3.500 -3.309 -3.066 1.628 1.039 1.304
H 4.162 -1.140 -6.245 0.178 0.130 -0.050
H 4.195 -2.780 -6.864 0.221 0.377 -0.368
H 6.806 -2.749 -6.488 -0.267 -0.310 0.298
H 6.651 -1.013 -6.090 -0.739 -1.295 -1.267
H 6.226 -1.757 -7.715 0.020 0.731 -1.575
H 2.546 -3.233 -2.633 -1.291 -0.058 0.576
H 4.199 -2.650 -2.494 -0.491 -0.565 -0.149
H 3.891 -4.301 -2.992 0.233 -0.697 -0.308
O 1.682 4.691 -5.621 0.980 -0.206 -0.334
C 0.519 4.662 -5.921 0.496 0.091 -1.668
O -0.418 4.851 -5.051 -1.773 -0.062 1.752
C 0.056 5.156 -3.687 0.579 -0.317 -0.381
C -1.118 5.140 -2.738 -0.189 0.024 0.535
C -0.006 4.497 -7.348 -0.126 -1.269 -0.056
H 0.487 6.147 -3.823 0.246 0.024 0.492
H 0.854 4.418 -3.407 -0.798 0.743 -0.219
H -1.533 4.108 -2.729 0.235 0.693 0.427
H -1.918 5.820 -3.074 0.303 -0.210 0.053
H -0.802 5.498 -1.699 -0.395 -0.766 -1.429
H 0.610 5.031 -8.051 0.372 0.317 -0.013
H -1.038 4.825 -7.476 0.051 -0.012 0.271
H 0.046 3.422 -7.679 -0.034 0.869 0.578
O -5.655 1.766 -1.072 -0.378 -0.122 -0.742
C -4.554 1.965 -0.641 -0.882 -0.863 0.469
O -4.368 2.171 0.688 0.410 -0.678 -0.656
C -5.493 2.064 1.586 0.371 0.028 -0.587
C -5.673 3.443 2.079 0.592 0.822 1.850
C -3.269 2.084 -1.381 0.042 1.491 -0.700
H -5.161 1.347 2.322 -0.007 -0.035 0.518
H -6.426 1.719 1.152 0.245 -0.299 -0.615
H -5.998 4.122 1.317 -0.484 0.174 -0.586
H -4.690 3.839 2.408 -0.556 -0.241 0.156
H -6.375 3.459 2.926 0.155 0.199 -0.200
H -2.557 1.277 -1.299 -0.101 -0.275 0.473
H -2.939 2.976 -0.857 1.163 0.141 -0.223
H -3.340 2.353 -2.463 -0.525 -0.418 0.967
O -2.276 -0.507 -5.729 0.116 -0.238 0.216
C -1.296 0.184 -5.580 0.582 -1.094 -0.677
O -1.354 1.466 -5.290 0.180 1.145 0.356
C -2.664 2.077 -5.231 0.782 -1.046 0.575
C -3.330 2.084 -6.532 -0.070 1.531 -2.720
C 0.150 -0.245 -5.851 -0.732 1.115 -0.646
H -2.448 3.095 -4.979 0.059 0.504 0.637
H -3.242 1.548 -4.472 -0.018 0.155 0.066
H -3.521 1.165 -7.044 -0.068 -0.892 0.302
H -2.745 2.682 -7.316 -0.629 -0.479 1.200
H -4.284 2.584 -6.407 -0.247 0.197 -0.095
H 0.148 -1.161 -6.440 0.133 0.111 0.154
H 0.742 -0.338 -4.960 0.086 -0.306 0.452
H 0.600 0.609 -6.404 -0.139 -0.715 0.099
O 1.314 -0.319 1.627 0.648 -0.529 0.328
C 0.144 -0.068 1.490 -0.526 1.315 1.358
O -0.363 0.176 0.271 0.079 -0.260 0.940
C 0.596 -0.074 -0.763 -0.537 -0.553 -0.286
C -0.166 -0.060 -2.033 -0.611 -0.316 0.979
C -0.814 0.222 2.691 1.880 -0.854 -1.414
H 1.137 -0.975 -0.569 -0.236 -1.153 0.079
H 1.395 0.600 -0.755 0.824 1.818 0.180
H -0.544 0.925 -2.207 -0.696 0.574 -0.033
H -0.940 -0.827 -1.951 -0.126 0.287 -0.538
H 0.493 -0.224 -2.824 1.058 -0.728 -1.429
H -1.671 0.638 2.230 -1.173 0.565 0.290
H -0.286 0.840 3.419 -0.131 0.468 -0.361
H -1.018 -0.681 3.248 -0.382 -0.408 -0.253
O 0.443 -4.793 2.694 -0.141 -2.063 -2.814
C 0.380 -5.559 1.699 0.371 1.312 2.355
O -0.504 -5.429 0.714 0.850 -0.677 0.155
C -1.448 -4.359 0.755 0.680 0.251 -0.307
C -0.817 -3.063 0.291 0.554 0.929 -1.481
C 1.298 -6.764 1.457 0.085 1.190 -0.677
H -1.812 -4.265 1.762 -0.486 -0.045 0.318
H -2.180 -4.744 0.040 -0.249 0.564 0.350
H -1.607 -2.259 0.272 0.918 -0.621 0.316
H -0.467 -3.165 -0.783 -0.476 -0.047 1.069
H 0.120 -2.745 0.849 -1.475 -0.398 -0.163
H 1.432 -7.313 2.358 0.295 -0.123 0.958
H 2.294 -6.371 1.097 -1.047 -0.565 0.235
H 0.821 -7.458 0.764 0.262 0.307 -0.328
O -2.587 4.415 7.022 0.028 0.767 -1.003
C -2.697 4.348 5.799 -0.180 -1.509 3.377
O -3.261 3.259 5.294 -0.793 0.126 -1.953
C -3.732 2.198 6.153 0.471 0.365 -0.281
C -2.535 1.522 6.716 1.187 -0.385 0.837
C -2.208 5.369 4.872 3.396 1.426 1.108
H -4.264 1.503 5.490 -0.092 0.472 0.200
H -4.352 2.566 6.966 -0.234 0.361 -0.255
H -2.856 0.963 7.606 0.312 -0.054 -0.151
H -1.755 2.269 7.028 -0.847 -0.837 -0.234
H -2.115 0.828 5.983 0.109 0.054 0.148
H -3.003 5.830 4.364 -0.964 0.516 -0.974
H -1.400 4.981 4.174 -1.193 0.381 0.756
H -1.693 6.182 5.577 -1.130 -1.700 -1.656
O 1.137 7.286 1.721 0.870 0.090 -0.088
C -0.061 7.362 1.714 0.223 -0.483 0.118
O -0.839 6.323 1.374 -0.682 -0.165 -0.331
C -0.143 5.060 1.084 0.454 0.484 0.849
C -1.018 3.858 1.452 0.536 1.046 0.041
C -0.766 8.625 2.128 -1.243 -1.393 -0.051
H 0.772 5.203 1.676 -0.335 -0.964 -0.020
H 0.213 5.042 0.063 -0.335 0.154 -0.467
H -2.034 3.930 1.118 -0.649 0.519 -0.074
H -0.969 3.710 2.512 -0.231 -0.131 0.482
H -0.689 2.955 0.989 0.772 -0.644 -0.457
H -0.417 9.384 1.441 0.230 0.529 0.496
H -0.582 8.745 3.219 0.004 0.449 -0.960
H -1.841 8.463 1.939 0.327 0.323 0.320
O 0.927 3.879 3.880 -1.998 0.459 0.603
C 2.053 3.495 3.844 0.560 0.900 0.426
O 2.862 3.514 4.890 1.077 -0.782 0.419
C 2.416 4.078 6.153 0.659 -0.656 -0.277
C 3.669 4.185 7.043 -0.639 0.426 -0.573
C 2.657 3.091 2.570 2.783 -0.414 0.313
H 1.640 3.428 6.576 0.087 0.271 -0.094
H 2.014 5.030 5.852 -0.345 0.518 0.526
H 4.462 4.626 6.470 0.496 0.070 -0.665
H 4.049 3.237 7.426 -0.374 0.082 0.152
H 3.520 4.947 7.802 -0.316 -0.375 0.550
H 3.771 2.799 2.719 -2.016 0.219 -0.505
H 2.593 3.941 1.893 0.023 -0.047 -0.100
H 2.016 2.304 2.234 0.019 -0.764 -0.699
O 5.824 -3.362 -0.240 1.314 2.229 -0.347
C 5.308 -4.407 -0.059 -0.796 -1.949 -0.123
O 4.053 -4.543 0.345 -1.294 -0.616 0.185
C 3.291 -3.340 0.610 -1.074 0.137 0.059
C 3.686 -2.826 1.986 -0.194 1.384 -1.171
C 5.957 -5.737 -0.361 -0.100 0.629 -0.303
H 2.212 -3.607 0.742 0.883 -0.334 -0.775
H 3.383 -2.675 -0.284 0.139 -0.196 1.081
H 3.237 -1.787 2.114 0.596 -1.466 0.252
H 4.759 -2.817 1.972 0.607 0.570 0.413
H 3.376 -3.568 2.707 -0.392 0.157 0.406
H 6.803 -5.896 0.280 0.235 -0.198 0.515
H 6.365 -5.631 -1.348 0.289 0.054 -0.603
H 5.275 -6.565 -0.389 -0.318 -0.332 0.381
O 2.202 -1.800 6.699 -0.597 0.754 -0.708
C 1.845 -0.818 6.087 0.983 1.075 -0.237
O 0.894 0.065 6.510 0.694 -0.945 0.349
C 0.501 -0.139 7.868 -1.614 -1.090 0.062
C 1.533 0.212 8.873 1.336 2.491 -1.941
C 2.452 -0.222 4.816 0.209 -1.409 -0.469
H 0.162 -1.182 8.034 0.160 0.424 -0.364
H -0.363 0.501 7.953 -0.295 0.159 0.234
H 1.848 1.283 8.626 -0.315 -1.132 0.684
H 2.415 -0.378 8.757 0.492 -0.584 0.139
H 1.155 0.162 9.847 -0.533 -0.064 1.452
H 3.421 -0.703 4.569 -0.579 0.277 0.319
H 2.554 0.858 4.842 0.000 0.022 0.386
H 1.782 -0.446 3.976 0.087 0.005 0.074
O -0.210 -4.574 -2.870 -0.419 0.272 -0.091
C 0.190 -4.809 -3.983 -0.032 0.521 -0.789
O 1.124 -5.699 -4.229 0.909 -0.327 -1.071
C 1.563 -6.582 -3.230 0.250 -0.818 1.042
C 0.417 -7.572 -2.955 -0.185 0.446 0.230
C -0.171 -4.107 -5.292 -0.715 -0.156 1.584
H 1.940 -6.042 -2.319 -0.598 -0.422 -0.723
H 2.408 -7.086 -3.703 0.019 -0.018 0.198
H 0.681 -8.362 -2.244 0.232 -0.014 -0.361
H 0.064 -7.997 -3.932 0.245 0.307 1.013
H -0.375 -6.996 -2.442 0.090 -0.371 -0.526
H -1.246 -3.964 -5.275 -0.104 0.359 -0.206
H 0.157 -4.554 -6.207 0.189 -0.753 -0.173
H 0.361 -3.187 -5.204 0.064 1.049 -0.043
O 1.992 3.102 -1.599 -2.346 -0.414 -1.208
C 3.130 3.055 -1.284 0.569 1.431 1.000
O 3.821 4.203 -1.049 0.738 -0.605 -0.004
C 3.224 5.465 -1.342 -0.386 0.681 -0.870
C 3.931 6.525 -0.467 0.789 -3.581 1.078
C 3.883 1.873 -0.846 -0.095 -1.290 0.756
H 2.113 5.384 -1.233 0.922 0.245 0.249
H 3.402 5.685 -2.419 -0.075 -0.207 0.543
H 4.020 7.438 -0.924 -0.394 2.383 -1.077
H 5.016 6.189 -0.361 -1.395 0.234 0.139
H 3.435 6.562 0.512 0.371 0.305 -0.222
H 4.877 2.263 -0.644 0.252 -0.750 0.300
H 3.853 0.974 -1.501 0.081 1.038 0.040
H 3.341 1.497 0.072 0.858 0.579 -0.571
O -3.506 -0.825 -2.738 -0.040 -0.235 0.549
C -4.273 -1.487 -3.391 0.248 0.122 -1.168
O -4.291 -2.837 -3.411 -0.168 0.350 1.043
C -3.478 -3.457 -2.371 0.251 -1.491 -1.638
C -3.888 -4.967 -2.282 0.154 2.065 -0.465
C -5.247 -0.894 -4.381 -0.179 0.922 0.809
H -3.565 -2.940 -1.443 -0.384 0.391 0.639
H -2.447 -3.362 -2.704 0.185 -0.066 0.192
H -3.458 -5.530 -3.108 0.122 -0.076 0.204
H -4.968 -5.000 -2.370 -0.217 -0.236 0.244
H -3.552 -5.299 -1.313 -0.004 -0.598 0.120
H -5.100 0.208 -4.389 -0.434 -0.694 0.464
H -6.278 -1.191 -4.091 0.638 0.292 -0.524
H -4.972 -1.161 -5.383 -0.103 -0.754 -0.474